A structure of composition C33H34FeN2O8P. Source: the OMol25 dataset; level of theory: ωB97M-V/def2-TZVPD.

Computed properties:
- Highest occupied orbital energy (spin up / spin down): -5.052 / -5.045 eV
- 2S+1: 5
- Net charge: -1
- E_tot: -97811.6250 eV
- LUMO energy (spin up / spin down): 2.2 / 2.2 eV
- Energy above the lowest of the compared OMol25 structures with the same formula, charge and spin: 0.0796 eV

Cartesian coordinates (Å):
Fe: -0.50 0.68 -0.48
C: -4.07 0.10 -0.01
C: -3.92 1.60 -0.22
O: -2.72 1.92 -0.92
C: -2.93 2.18 -2.29
C: -1.57 2.42 -2.91
O: -0.70 1.31 -2.73
C: -0.95 0.24 -3.64
C: -0.32 -1.01 -3.07
O: -0.97 -1.39 -1.88
C: -2.13 -2.19 -2.05
C: -3.09 -1.86 -0.93
O: -3.60 -0.57 -1.16
H: -5.13 -0.15 0.17
H: -3.48 -0.21 0.86
H: -3.87 2.10 0.75
H: -4.77 2.02 -0.77
H: -3.54 3.08 -2.42
H: -3.45 1.34 -2.76
H: -1.09 3.26 -2.41
H: -1.68 2.65 -3.97
H: -0.50 0.49 -4.62
H: -2.02 0.10 -3.78
H: 0.71 -0.78 -2.77
H: -0.32 -1.83 -3.80
H: -1.85 -3.24 -2.02
H: -2.62 -1.97 -3.01
H: -2.55 -1.89 0.03
H: -3.90 -2.61 -0.89
O: -2.43 6.46 3.08
C: -2.37 6.23 1.86
O: -2.90 6.81 0.89
C: -1.62 4.94 1.46
C: -0.68 4.96 0.44
C: -0.08 3.78 0.05
N: -0.40 2.60 0.57
C: -1.28 2.58 1.58
C: -1.88 3.72 2.08
C: -1.66 1.19 2.10
O: -2.12 1.05 3.22
O: -1.48 0.23 1.24
H: -0.45 5.89 -0.06
H: 0.68 3.76 -0.73
H: -2.55 3.66 2.92
N: 1.35 0.10 -0.66
P: 2.01 -0.96 0.24
C: 2.14 -0.57 2.02
C: 2.39 -1.53 3.00
C: 2.44 -1.16 4.33
C: 2.21 0.16 4.70
C: 1.95 1.12 3.73
C: 1.92 0.75 2.39
C: 3.73 -1.32 -0.28
C: 3.96 -1.48 -1.64
C: 5.24 -1.71 -2.12
C: 6.32 -1.76 -1.24
C: 6.09 -1.58 0.12
C: 4.81 -1.37 0.59
C: 1.20 -2.61 0.30
C: 1.69 -3.73 -0.37
C: 0.96 -4.92 -0.37
C: -0.25 -4.99 0.29
C: -0.73 -3.88 0.97
C: -0.02 -2.69 0.97
H: 2.54 -2.56 2.72
H: 2.63 -1.91 5.09
H: 2.22 0.44 5.75
H: 1.75 2.14 4.01
H: 1.70 1.48 1.62
H: 3.13 -1.40 -2.33
H: 5.41 -1.83 -3.18
H: 7.32 -1.92 -1.61
H: 6.93 -1.60 0.81
H: 4.65 -1.22 1.66
H: 2.64 -3.69 -0.88
H: 1.35 -5.78 -0.89
H: -0.81 -5.92 0.30
H: -1.68 -3.93 1.50
H: -0.41 -1.82 1.48


A cluster of 2 separate species, C33H34N3O2 in total at a distorted geometry. Source: the OMol25 dataset; level of theory: ωB97M-V/def2-TZVPD.

Computed properties:
- Highest occupied orbital energy: -10.528 eV
- 2S+1: 1
- Net charge: +1
- E_tot: -43331.9208 eV
- LUMO energy: -4.9 eV
- Energy above the lowest of the compared OMol25 structures with the same formula, charge and spin: 0.0000 eV

Cartesian coordinates (Å):
C: -3.01 1.56 3.93
C: -3.19 1.56 2.49
C: -4.14 2.13 1.67
C: -3.83 1.71 0.34
C: -2.70 0.90 0.44
C: -1.93 0.16 -0.57
N: -2.71 -0.08 -1.77
C: -3.76 -1.06 -1.85
C: -2.39 0.79 -2.78
O: -2.78 0.73 -3.94
C: -1.40 1.77 -2.16
C: -0.38 2.36 -3.13
C: 0.62 3.28 -2.48
C: 1.99 2.98 -2.49
C: 2.89 3.82 -1.83
C: 2.44 4.99 -1.22
C: 1.09 5.33 -1.27
C: 0.18 4.48 -1.90
N: -0.84 0.95 -1.12
O: -2.30 0.82 1.74
H: -3.79 2.19 4.38
H: -3.11 0.55 4.34
H: -2.03 1.96 4.22
H: -4.98 2.75 1.97
H: -4.38 1.96 -0.57
H: -1.57 -0.78 -0.13
H: -4.28 -0.95 -2.80
H: -3.34 -2.08 -1.77
H: -4.47 -0.93 -1.02
H: -1.99 2.60 -1.70
H: 0.13 1.54 -3.65
H: -0.99 2.93 -3.86
H: 2.32 2.08 -3.01
H: 3.95 3.56 -1.82
H: 3.15 5.65 -0.72
H: 0.73 6.26 -0.82
H: -0.89 4.73 -1.95
H: -0.23 1.41 -0.45
C: -2.21 -5.33 1.25
N: -1.18 -4.32 1.08
C: -1.07 -3.49 0.01
C: 0.10 -2.69 0.14
C: 0.51 -1.71 -0.76
C: 1.68 -0.88 -0.61
C: 1.92 -0.11 0.56
C: 3.09 0.62 0.68
C: 4.09 0.55 -0.29
C: 5.41 1.21 -0.05
C: 3.84 -0.16 -1.47
C: 2.64 -0.83 -1.65
C: 0.76 -3.16 1.37
C: 2.00 -2.94 1.97
C: 2.29 -3.60 3.18
C: 1.38 -4.48 3.77
C: 0.17 -4.78 3.14
C: -0.11 -4.12 1.95
H: -2.07 -5.80 2.23
H: -3.21 -4.87 1.21
H: -2.15 -6.09 0.47
H: -1.77 -3.53 -0.82
H: 0.00 -1.68 -1.73
H: 1.18 -0.13 1.36
H: 3.26 1.25 1.56
H: 6.07 1.06 -0.91
H: 5.28 2.28 0.11
H: 5.91 0.80 0.85
H: 4.61 -0.19 -2.25
H: 2.43 -1.38 -2.57
H: 2.73 -2.30 1.49
H: 3.26 -3.42 3.66
H: 1.63 -4.94 4.73
H: -0.56 -5.48 3.57